1 | ORCA calculation (ωB97M-V/def2-TZVPD) on a 2-piece molecular cluster, C9H13NOS overall.

Its molar mass is 183.3 g mol⁻¹. As for the net charge: 0. As for the orbital gap (alpha / beta): 0.240 / 0.264 hartree. The HOMO energy (alpha / beta) comes out at -7.118 / -7.493 eV.

```
25
C9H13NOS (ωB97M-V/def2-TZVPD)
C 2.264 -0.625 1.756
C 0.895 -0.514 2.070
C 2.780 -0.102 0.621
C 1.966 0.588 -0.314
C -0.027 0.101 1.287
C 0.491 0.747 0.167
C 1.213 1.939 -0.129
C -1.450 -0.173 1.685
C -1.007 -1.086 -2.257
N -2.755 0.758 -1.735
O -0.474 1.463 -2.863
S -1.192 0.636 -1.880
H 2.851 -1.321 2.441
H 0.627 -1.130 2.988
H 3.791 -0.355 0.175
H 2.185 0.384 -1.399
H 1.318 2.606 0.643
H 1.185 2.413 -1.069
H -1.374 -1.022 2.367
H -2.073 -0.448 0.877
H -1.880 0.675 2.156
H -1.391 -1.766 -1.520
H -1.525 -1.242 -3.171
H 0.000 -1.248 -2.384
H -3.188 1.671 -1.846
```

Per-atom Löwdin charges, elementary charge units:
1 C -0.10
2 C -0.07
3 C -0.08
4 C -0.17
5 C -0.25
6 C -0.14
7 C -0.05
8 C -0.02
9 C -0.20
10 N -0.27
11 O -0.44
12 S 0.72
13 H 0.13
14 H 0.13
15 H 0.13
16 H 0.16
17 H 0.10
18 H 0.09
19 H 0.08
20 H 0.05
21 H 0.08
22 H 0.06
23 H 0.05
24 H 0.02
25 H -0.01


2 | ORCA calculation (ωB97M-V/def2-TZVPD) on a 2-piece molecular cluster, C9H13NOS overall.

Its molar mass is 183.3 g mol⁻¹. As for the net charge: 0. As for the orbital gap: 0.336 hartree. The HOMO energy comes out at -8.489 eV.

```
25
C9H13NOS (ωB97M-V/def2-TZVPD)
C 0.755 -0.986 -2.240
C 0.836 0.421 -2.237
C -0.431 -1.717 -1.881
C -1.312 -0.872 -1.398
C -0.222 1.216 -1.746
C -1.241 0.459 -1.285
C -2.446 -0.072 -0.705
C -0.126 2.783 -1.822
C 0.565 -1.720 1.973
N 0.272 -0.648 4.035
O -1.340 0.204 2.141
S 0.087 0.007 2.444
H 1.607 -1.595 -2.545
H 1.569 0.935 -2.874
H -0.372 -2.715 -1.651
H 0.470 0.143 4.721
H -3.478 0.067 -1.090
H -2.429 -0.175 0.434
H -0.556 3.107 -2.812
H 0.930 3.122 -1.688
H -0.882 3.196 -1.168
H -0.301 -2.319 1.795
H 1.051 -1.559 1.066
H 1.325 -2.075 2.700
H -0.455 -1.218 4.261
```

Per-atom Löwdin charges, elementary charge units:
1 C -0.07
2 C -0.06
3 C -0.04
4 C -0.15
5 C -0.21
6 C -0.19
7 C 0.01
8 C -0.03
9 C -0.23
10 N -0.24
11 O -0.54
12 S 0.87
13 H 0.09
14 H 0.11
15 H 0.08
16 H 0.08
17 H 0.10
18 H 0.08
19 H 0.09
20 H 0.08
21 H 0.06
22 H 0.05
23 H 0.00
24 H 0.06
25 H 0.00


Stability, descending: 2, 1